The following is a quantum chemistry calculation of a single C4H10N2O2 molecule, from OMol25.

```
! wB97M-V def2-TZVPD RIJCOSX def2/J DEFGRID3
* xyz 0 1
C 0.61672 -0.61852 -0.19505
C -0.02242 -0.56597 1.21426
C 1.92796 0.16351 -0.20296
N -1.38670 -0.89048 1.37665
C -0.41688 -0.18719 -1.23289
N -0.29017 1.04760 -1.77117
O -2.00014 0.62030 1.22580
O -1.29414 -0.95713 -1.58200
H -2.62087 0.75441 1.95667
H -1.77518 -1.33010 0.53500
H 0.82526 -1.66757 -0.42956
H -1.03482 1.36617 -2.37051
H 0.32729 1.73573 -1.37902
H 0.57775 -1.09904 1.95481
H -0.23103 0.56135 1.48594
H 2.63301 -0.29211 0.49161
H 2.37956 0.16241 -1.19410
H 1.78480 1.19663 0.11651
*
```

Properties
SMILES = C[C@@H](CNO)C(N)=O


The following is a quantum chemistry calculation of a single C4H10N2O2 molecule, from OMol25.

```
! wB97M-V def2-TZVPD RIJCOSX def2/J DEFGRID3
* xyz 0 1
C 0.58720 -0.90094 -0.81071
N 0.35717 -1.92407 0.23579
C 0.87206 -1.60133 1.43469
O 1.24145 -0.51065 1.66969
C -0.53905 0.24374 -0.69677
C -0.11982 1.39531 0.18578
O -1.18464 2.29020 0.19235
N -0.90001 0.59899 -2.00213
H 0.31149 -1.54722 -1.67770
H 1.54347 -0.59491 -0.88124
H -0.05655 -2.85611 -0.14425
H 0.89564 -2.51226 2.09960
H -1.41262 -0.17157 -0.15385
H 0.28068 1.38676 1.20792
H 0.82031 2.01787 -0.07513
H -1.55512 2.55123 1.08745
H -0.59872 1.57498 -2.14832
H -1.68536 0.36970 -2.52442
*
```

Properties
SMILES = N[C@H](CO)CNC=O


The following is a quantum chemistry calculation of a molecular structure, C4H10N2O2, from OMol25.

```
! wB97M-V def2-TZVPD RIJCOSX def2/J DEFGRID3
* xyz 0 1
N -1.74052 0.54789 -0.90192
C -0.61567 0.95592 -0.24688
C -0.37325 0.19097 1.03126
O -2.83738 -1.18095 0.70695
C 0.63443 -0.00213 -0.15564
N 1.76666 0.85868 0.17246
C 2.88338 0.07078 0.46483
O 0.74692 -0.89201 -1.14249
H -2.00964 -0.34546 -0.38210
H -2.52886 1.16688 -0.97334
H -0.31623 1.99508 -0.23548
H -0.99208 -0.72518 1.16413
H 0.04093 0.54976 1.96348
H -3.09858 -2.09299 0.50999
H 1.13950 -1.22275 -0.09562
H 3.74352 0.66359 0.75374
H 2.71969 0.11916 -0.73408
H 2.77591 -0.81939 1.08875
*
```


The following is a quantum chemistry calculation of a single C4H10N2O2 molecule, from OMol25.

```
! wB97M-V def2-TZVPD RIJCOSX def2/J DEFGRID3
* xyz 0 1
O -0.63812 1.28036 1.61714
C 0.29280 0.49609 1.41919
N 1.04508 0.53539 0.15104
C 0.37599 1.32224 -0.82196
N 0.72378 0.76744 -2.16903
C -0.17802 -1.08534 1.45357
C -0.90548 -1.32619 0.16927
O -0.01953 -1.43967 -0.84336
H 1.08817 -0.46162 -0.21295
H 0.62127 2.39090 -0.89680
H -0.72417 1.29855 -0.80787
H 0.20109 1.31631 -2.83777
H 0.24581 -0.14009 -2.13190
H 0.75710 -1.59816 1.30684
H -0.91237 -1.12470 2.25838
H -1.55569 -0.45210 -0.00885
H -1.53843 -2.23046 0.18220
H 1.12073 0.45106 2.17287
*
```


The following is a quantum chemistry calculation of a single C4H10N2O2 molecule, from OMol25.

```
! wB97M-V def2-TZVPD RIJCOSX def2/J DEFGRID3
* xyz 0 1
N -0.23660 0.25763 2.00804
C 0.34020 -0.10110 0.69858
C -0.47045 -1.20406 -0.05376
C -0.20287 -1.22988 -1.54931
O -1.85666 -1.00609 0.17956
C 0.43847 1.17714 -0.09180
N 1.60917 1.84847 -0.12331
O -0.56638 1.63277 -0.63360
H -0.85532 -0.48572 2.29967
H -0.73726 1.13097 1.94125
H 1.32395 -0.51389 0.93608
H -0.18682 -2.14101 0.40599
H -0.85260 -1.98928 -1.94593
H -0.46714 -0.27893 -2.00731
H 0.84449 -1.39867 -1.82096
H -2.03510 -0.11645 -0.15794
H 2.32118 1.70074 0.56439
H 1.58975 2.71735 -0.64964
*
```

Properties
SMILES = C[C@H](O)[C@H](N)C(N)=O


The following is a quantum chemistry calculation of 2 unconnected molecules or ions with the total composition C4H10N2O2, from OMol25.

```
! wB97M-V def2-TZVPD RIJCOSX def2/J DEFGRID3
* xyz 0 1
C 1.36316 -0.34583 -2.73412
C 1.07116 -0.11593 -1.27345
O -1.27950 -1.51056 0.83294
O 1.13195 -0.99372 -0.44047
H -0.37578 -1.45528 0.49167
H 2.37141 0.00495 -2.95234
H 0.65610 0.16898 -3.38035
H 1.33231 -1.41145 -2.94319
C -0.51947 0.58437 2.07300
C -1.59414 -0.38461 1.66976
N 0.75725 1.18839 -0.92635
N -2.59681 -0.48087 2.42975
H 0.93581 1.91733 -1.59966
H 0.85192 1.54849 0.01026
H -3.21987 -1.25486 2.21738
H -0.70979 1.49096 1.49494
H 0.47820 0.17894 1.91803
H -0.65391 0.87070 3.11222
*
```

Properties
SMILES = [H]/N=C(/C)O.CC(N)=O


The following is a quantum chemistry calculation of 2 unconnected molecules or ions with the total composition C4H10N2O2, from OMol25.

```
! wB97M-V def2-TZVPD RIJCOSX def2/J DEFGRID3
* xyz 0 1
C -0.51117 -1.00179 -1.33542
C -0.84153 2.26716 -0.49499
C -0.18679 -2.05563 0.81330
N 0.23773 -1.18454 -0.28034
C 1.12772 0.01384 -0.03592
N 1.37711 0.21191 1.31713
O -0.76823 0.88652 -0.37691
O 1.85823 0.38869 -0.92678
H 0.54516 0.46111 1.83453
H 2.13073 0.87535 1.43554
H -0.09186 -0.42396 -2.14464
H -1.39801 -1.61073 -1.46909
H 0.04562 2.66033 -1.02149
H -1.74299 2.55964 -1.05422
H -0.89446 2.77153 0.48569
H 0.67256 -2.32720 1.42109
H -0.91720 -1.54024 1.43892
H -0.64261 -2.95199 0.39361
*
```


The following is a quantum chemistry calculation of a molecular structure, C4H10N2O2, from OMol25.

```
! wB97M-V def2-TZVPD RIJCOSX def2/J DEFGRID3
* xyz 0 1
C -0.42235 -1.86769 -0.19896
C 2.18301 0.63963 -0.07416
C 0.94552 0.07247 0.57853
N -0.02364 -0.48864 -0.33516
H 1.19298 -0.57189 1.43891
H 0.38032 -2.49214 -0.58885
H -1.32113 -2.02295 -0.79174
H -0.62947 -2.16015 0.84052
H 2.73800 1.23037 0.64928
H 1.88291 1.26776 -0.90725
H 2.80357 -0.17897 -0.43104
C -0.94058 0.59741 0.06087
N -1.21118 1.45846 -1.03872
O -2.12611 0.19882 0.67619
O -0.01682 1.13310 0.97470
H -1.94417 -0.04305 1.59222
H -1.73253 2.26437 -0.71373
H -1.75834 0.96309 -1.73160
*
```


The following is a quantum chemistry calculation of a single C4H10N2O3 molecule, from OMol25.

```
! wB97M-V def2-TZVPD RIJCOSX def2/J DEFGRID3
* xyz 0 1
C 2.73352 -0.69458 0.83553
C 0.78260 0.49060 -1.48295
C -2.54877 -0.01932 -0.58645
N 0.44446 -0.32923 -0.34662
N -1.60434 0.78557 0.15997
C -0.24403 -0.12111 0.72017
O 1.76590 -1.29247 0.02285
O -2.20595 1.29274 1.30028
O -0.29111 -0.48887 1.85923
H -2.12021 0.60597 1.99568
H 3.55474 -1.41601 0.92223
H 3.14310 0.22781 0.39558
H 2.34769 -0.47729 1.84031
H 1.74287 0.97752 -1.30650
H 0.01443 1.24611 -1.63299
H 0.86127 -0.13995 -2.36792
H -2.02599 -0.56996 -1.36365
H -3.28920 0.63470 -1.05717
H -3.06098 -0.71223 0.09242
*
```

Properties
SMILES = CON(C)C(=O)N(C)O


The following is a quantum chemistry calculation of a single C4H10N2O3 molecule, from OMol25.

```
! wB97M-V def2-TZVPD RIJCOSX def2/J DEFGRID3
* xyz 0 1
C -0.34174 -1.88571 1.12812
N 1.12842 -0.77576 -0.54189
C 0.31346 -0.56031 0.76780
O 2.12851 0.18152 -0.63943
O 0.99261 0.04526 1.64023
H 2.13037 0.53075 0.29513
H 1.48474 -1.70394 -0.77451
H -1.00278 -2.25543 0.34225
H 0.43852 -2.63087 1.29791
H -0.92260 -1.77913 2.04323
C -0.67211 1.97437 0.15320
C -0.92944 0.50663 -0.08234
O -0.20523 0.84152 -2.21285
N -0.77392 -0.02938 -1.35461
H -0.09097 0.33513 -3.03143
H -1.88486 0.15854 0.30831
H -1.30938 2.59535 -0.47927
H -0.84249 2.20701 1.20316
H 0.35890 2.24445 -0.06301
*
```


The following is a quantum chemistry calculation of a single C4H10N2O3 molecule, from OMol25.

```
! wB97M-V def2-TZVPD RIJCOSX def2/J DEFGRID3
* xyz 0 1
C 0.29917 -0.01186 -1.08252
C 1.31292 -0.67306 0.00028
C 1.12333 -0.31009 1.47475
C -0.99215 -0.48655 -0.46291
N -3.08471 0.31713 0.30698
N 0.50769 1.39952 -1.17466
O -1.74266 0.59937 -0.05261
O 2.60465 -0.30758 -0.41666
O -1.44845 -1.60434 -0.52507
H 2.61322 0.65874 -0.47553
H 0.45018 -0.50031 -2.04995
H 1.26419 -1.76039 -0.11795
H -3.27828 -0.63781 -0.01191
H -3.12359 0.32502 1.32602
H -0.00551 1.80983 -1.94546
H 0.24019 1.87438 -0.31909
H 1.92125 -0.75522 2.06388
H 0.18521 -0.70636 1.85490
H 1.15336 0.76959 1.60753
*
```

Properties
SMILES = C[C@H](O)[C@H](N)C(=O)ON


The following is a quantum chemistry calculation of 2 unconnected molecules or ions with the total composition C4H10N2O3, from OMol25.

```
! wB97M-V def2-TZVPD RIJCOSX def2/J DEFGRID3
* xyz 0 1
C -0.75530 2.08835 -0.57299
C -2.36983 0.14641 -1.06537
C -0.96033 0.61145 -0.79160
O -0.00422 -0.14276 -1.05308
H 0.30872 2.30287 -0.45383
H -2.38233 -0.92140 -1.30081
H -1.14303 2.63750 -1.43543
H -1.30264 2.40813 0.31683
H -2.77152 0.67671 -1.93271
H -3.00676 0.32547 -0.19611
N 1.92786 -1.38678 0.04374
C 1.57347 -0.79800 1.30342
N 0.33451 -1.14048 1.74927
O 3.27651 -1.27881 -0.32615
O 2.45987 -0.44625 2.07620
H 3.69743 -0.98287 0.51080
H 1.25948 -1.43086 -0.72396
H -0.33462 -1.53343 1.10278
H 0.19273 -1.13524 2.74899
*
```

Properties
SMILES = NC(=O)NO.CC(C)=O


Relative energy (zero: lowest compared OMol25 entry of this formula, charge and spin) readings, ordered: 80.3, 84.1, 295.3, 179.7, 26.7, 30.8, 95.3, 49.5, 139.3, 164.4, 57.9, 57.9 kcal per mole
Gap between HOMO and LUMO readings, ordered: 10.39, 9.48, 4.52, 5.99, 10.30, 10.23, 8.74, 9.84, 9.21, 7.25, 10.37, 8.68 eV
Lowest unoccupied orbital energy readings, ordered: 0.86, 0.84, -3.01, -3.14, 0.87, 0.58, 0.32, 0.86, 0.31, -0.95, 0.75, 0.42 eV